# 1
C11H19AuN5OPS as an isolated structure at a distorted geometry. Source: the OMol25 dataset; level of theory: the ωB97M-V functional and the def2-TZVPD basis.

XYZ file:
```
39
Properties=species:S:1:pos:R:3:forces:R:3
Au 1.93567 0.68749 1.81557 0.4 0.5 0.7
C -0.84084 -2.85862 1.02014 0.1 0.1 -0.1
N -1.80704 -1.80597 0.75762 -0.1 -0.1 0.1
C -2.26126 -1.88395 -0.62707 0.1 0.0 0.0
N -1.17273 -1.88893 -1.60293 -0.1 -0.2 -0.3
C -0.23877 -2.95294 -1.29038 0.0 0.1 0.1
N 0.28191 -2.80814 0.07060 -0.4 -0.2 -0.1
C 1.17790 -1.75676 0.26231 0.3 0.9 0.0
P 0.13314 0.00499 -0.01970 -1.7 -1.6 -0.4
C -1.25274 -0.50523 1.10347 0.1 0.4 -0.1
C -0.48382 -0.61426 -1.68968 0.1 0.6 0.3
H -1.33300 -3.82550 0.91177 0.0 0.0 0.0
H -0.45584 -2.76313 2.03531 0.0 0.0 0.0
H -2.91562 -1.03616 -0.83241 0.0 0.0 0.0
H -2.82985 -2.80697 -0.75074 0.0 0.0 0.0
H 0.59046 -2.94247 -1.99765 0.0 0.0 0.0
H -0.75933 -3.90860 -1.35828 0.0 0.0 0.0
H 1.97749 -1.69926 -0.47429 0.0 -0.1 0.1
H 1.54984 -1.69108 1.28302 0.0 -0.2 0.0
H -2.01820 0.27217 1.06214 0.0 0.0 0.0
H -0.86898 -0.54065 2.12418 0.0 0.1 0.0
H 0.37396 -0.71258 -2.35892 0.0 0.0 -0.1
H -1.15269 0.14572 -2.09942 0.0 0.0 0.0
C -0.35891 3.13198 -1.98780 -0.1 -0.1 0.1
C 0.55927 2.51218 -0.95219 0.1 0.3 -0.3
C 1.16536 3.55964 -0.04030 -0.1 -0.1 0.1
O -0.25049 1.58423 -0.15975 1.1 -0.4 0.3
H 0.20980 3.81036 -2.62303 0.0 0.0 0.0
H -1.15273 3.69586 -1.49542 0.0 0.0 0.0
H -0.81692 2.37035 -2.61880 0.0 0.0 0.0
H 1.35769 1.95695 -1.45220 -0.1 0.0 0.1
H 0.37597 4.08606 0.49848 0.0 0.0 0.0
H 1.73679 4.27659 -0.62966 0.0 0.0 0.0
H 1.83642 3.10817 0.68723 0.0 0.1 0.0
N 3.43982 0.65287 -0.90205 0.0 0.0 0.0
C 2.94989 0.71539 0.14313 0.4 -0.1 -0.4
S -0.11571 1.00007 6.06236 -0.1 0.0 0.2
C 0.50042 0.80207 4.60290 0.0 -0.1 -0.2
N 0.93363 0.62803 3.52246 -0.1 0.0 0.2
```
Positions in Å, forces in eV/Å.

Values from the calculation:
* ΔE to the lowest compared entry with this formula, charge and spin: 31.2 kcal per mole
* total energy: -1654.76757 hartree
* HOMO energy: -0.3023 hartree
* F_max: 2.4 eV Å⁻¹
* Kohn-Sham gap: 0.2600 Ha

***

# 2
An isolated ion of composition C11H19BClN3O2PS2 and charge +1 at a distorted geometry. Source: the OMol25 dataset; level of theory: the ωB97M-V functional and the def2-TZVPD basis.

XYZ file:
```
40
Properties=species:S:1:pos:R:3:forces:R:3
C 4.86463 -2.12190 1.78712 0.4 -0.3 0.4
C 4.20229 -1.59178 0.95310 -0.4 0.3 -0.4
C 3.33825 -0.87370 0.00890 0.3 -0.3 0.7
C 1.88562 -1.14685 0.33163 -0.4 -1.2 0.3
N 0.86324 -0.46305 -0.08098 1.1 0.4 -0.6
B 1.18337 0.72414 -1.00909 -0.8 1.1 -0.4
O 1.73007 0.46033 -2.21315 0.0 -0.7 0.3
C 0.89838 2.21170 -0.64436 0.2 -0.2 0.4
C 2.09262 3.15479 -0.92272 -0.7 -0.6 0.0
C -0.51445 -0.91499 0.30785 -0.4 0.5 2.1
N -1.10670 0.29208 0.84904 -0.4 0.2 -2.4
C -2.34171 0.59080 0.66773 0.0 0.0 0.5
C -2.66298 2.01847 0.32331 0.4 0.3 1.4
C -3.51040 -0.33267 0.83778 0.0 0.2 -0.6
P -1.10464 -1.61646 -1.34691 1.1 -1.2 -1.0
N -1.66492 -0.24302 -2.17784 -0.5 -0.7 0.9
O -2.44686 -2.50970 -1.08998 0.0 0.4 0.2
C -0.21934 -1.96347 1.47456 0.4 0.4 0.4
S -0.13747 -1.03500 3.06823 -0.2 0.1 0.2
Cl -1.27235 -3.36474 1.59468 -0.1 0.0 -0.1
S 1.52256 -2.52934 1.27790 0.0 0.2 -0.4
H 5.46937 -2.58364 2.53268 0.0 0.0 0.0
H 3.56811 -1.21711 -0.99991 -0.1 0.2 -0.2
H 3.58559 0.18366 0.12498 -0.3 0.1 -0.4
H 1.74634 -0.48432 -2.42018 0.1 0.1 -0.3
H 0.03970 2.51577 -1.25264 0.0 0.0 -0.1
H 0.56376 2.27765 0.38961 0.0 0.1 0.0
H 1.76727 4.17743 -0.75976 0.3 0.1 0.0
H 2.90660 2.90118 -0.24681 0.2 0.2 -0.1
H 2.40579 3.02716 -1.95561 0.2 0.2 0.0
H -3.62173 2.35382 0.71263 -0.2 -0.1 -0.3
H -1.89933 2.63280 0.80196 0.0 0.1 -0.2
H -2.57299 2.18613 -0.74786 -0.2 -0.2 -0.1
H -4.18961 0.15241 1.54022 0.0 0.0 0.1
H -4.06265 -0.39116 -0.10399 -0.2 -0.2 0.1
H -3.24846 -1.31971 1.20216 0.0 -0.1 -0.1
H -2.60604 -0.03869 -1.83764 0.1 0.5 -0.1
H -1.78481 -0.56445 -3.13575 0.2 0.3 -0.1
H -2.21306 -3.44089 -1.19391 -0.2 0.0 0.0
H -0.98919 -1.74276 3.82719 0.0 -0.2 -0.3
```
Positions in Å, forces in eV/Å.

Values from the calculation:
* total energy: -2367.83086 hartree
* HOMO energy: -0.4497 hartree
* F_max: 2.4 eV Å⁻¹
* net charge: +1
* Kohn-Sham gap: 0.3149 Ha

***

# 3
C11H19CaN5O6 as an isolated structure at a distorted geometry. Source: the OMol25 dataset; level of theory: the ωB97M-V functional and the def2-TZVPD basis.

XYZ file:
```
42
Properties=species:S:1:pos:R:3:forces:R:3
Ca -0.31093 -0.57710 -0.65903 -1.0 0.0 -0.1
C -0.09547 -1.76483 2.26873 0.1 0.4 -0.2
C 1.31680 -1.17100 2.19302 0.0 0.2 -0.1
O 1.51420 -0.74192 0.85615 0.3 -0.2 0.1
C 2.77764 -0.20022 0.48220 -0.2 0.0 0.1
C 2.72763 0.04303 -1.02996 -0.4 0.1 0.3
O 1.48726 0.63139 -1.45457 0.6 0.6 0.1
C 1.26684 2.04132 -1.26411 -0.1 -0.3 0.3
C 0.70314 2.39911 0.12266 0.1 -0.2 0.1
O -0.26461 1.42199 0.50863 -0.2 0.5 0.2
C -0.71323 1.44549 1.85800 0.2 -0.2 -0.1
C -1.59315 0.20633 2.09894 0.5 0.1 -0.2
O -1.06569 -1.00489 1.53028 0.0 0.3 0.7
H -0.40583 -1.86733 3.31030 0.0 0.0 0.0
H -0.08659 -2.74441 1.79417 -0.1 0.0 0.0
H 2.04274 -1.94228 2.46579 0.0 0.0 0.0
H 1.44342 -0.32609 2.87790 0.0 0.0 0.0
H 3.58132 -0.90745 0.70427 0.0 0.0 0.0
H 2.96389 0.72027 1.04453 0.0 0.0 0.0
H 2.76429 -0.92371 -1.52867 -0.1 0.0 -0.1
H 3.57055 0.65770 -1.34959 0.0 0.0 0.0
H 0.53833 2.32128 -2.01950 0.0 -0.1 -0.1
H 2.18841 2.59910 -1.44024 0.0 0.0 0.0
H 0.23974 3.38750 0.06866 0.0 0.0 0.0
H 1.49651 2.43053 0.87602 0.0 0.0 0.1
H -1.30725 2.34321 2.04986 0.0 0.0 0.0
H 0.15221 1.46078 2.52780 0.0 0.0 0.0
H -2.55236 0.36104 1.60731 0.0 -0.1 0.0
H -1.76095 0.08508 3.17096 0.0 0.0 0.0
N -2.28909 -2.13384 -1.13401 0.4 -0.4 -0.3
N -1.67203 -3.40735 -1.31523 0.0 0.1 0.1
C -0.27769 -3.45844 -1.63459 0.1 0.4 0.3
O 0.14596 -4.50780 -2.07899 0.0 -0.1 -0.1
O 0.38076 -2.38047 -1.35632 0.2 -1.8 -0.6
H -3.12086 -2.26124 -0.57558 0.0 0.0 0.1
H -2.56157 -1.72291 -2.02329 -0.1 0.0 0.0
H -2.19634 -4.07469 -1.86005 0.0 0.0 -0.1
N -1.55281 0.61303 -2.10743 -0.6 0.6 -0.8
C -2.00264 1.61104 -2.52901 0.0 0.2 0.5
N -2.49585 2.68966 -3.00203 -0.1 0.1 -0.3
C -2.48583 3.81752 -2.30817 0.1 -0.3 0.1
N -2.49086 4.83158 -1.74578 0.0 -0.1 0.0
```
Positions in Å, forces in eV/Å.

Values from the calculation:
* ΔE to the lowest compared entry with this formula, charge and spin: 14.6 kcal per mole
* total energy: -1833.44999 hartree
* HOMO energy: -0.3076 hartree
* F_max: 1.9 eV Å⁻¹
* Kohn-Sham gap: 0.3083 Ha

***

# 4
C11H19CaN5O6 as an isolated structure. Source: the OMol25 dataset; level of theory: the ωB97M-V functional and the def2-TZVPD basis.

XYZ file:
```
42
Properties=species:S:1:pos:R:3:forces:R:3
Ca 0.33264 0.83701 -0.67191 0.3 0.6 -0.6
C -0.99570 1.43395 2.23489 0.1 0.1 0.1
C -2.03229 0.42617 1.77626 0.0 0.1 -0.1
O -1.79239 0.18837 0.40325 -0.3 0.0 0.1
C -2.60899 -0.81646 -0.17413 0.0 0.1 0.0
C -2.17307 -0.95136 -1.61892 -0.1 -0.1 -0.2
O -0.76110 -1.02041 -1.77926 -0.1 -0.1 0.1
C -0.10558 -2.25767 -1.50179 -0.1 -0.2 -0.1
C 0.21033 -2.47400 -0.03573 0.2 0.1 -0.1
O 0.74344 -1.26006 0.50580 -0.1 -0.4 0.2
C 0.74208 -1.27321 1.92095 0.1 0.0 0.0
C 1.06227 0.12087 2.41398 0.1 0.1 0.2
O 0.32052 1.14943 1.76162 -0.1 -0.1 0.1
H -1.00388 1.50324 3.32693 0.0 0.0 0.0
H -1.22822 2.41419 1.81943 0.0 0.0 0.0
H -3.02928 0.85340 1.93229 0.0 0.0 0.0
H -1.98218 -0.51360 2.33529 0.0 0.0 0.0
H -3.66424 -0.52328 -0.14992 0.0 0.0 0.0
H -2.50433 -1.74879 0.38975 0.0 0.0 0.0
H -2.46592 -0.05664 -2.16869 0.0 0.0 0.0
H -2.66044 -1.82014 -2.07232 0.1 0.0 0.0
H 0.81173 -2.23077 -2.08588 0.0 0.0 0.0
H -0.70762 -3.10154 -1.85342 0.0 0.0 -0.1
H 0.95213 -3.27484 0.03105 0.0 0.0 0.1
H -0.67654 -2.75294 0.53949 0.0 0.0 0.0
H 1.50214 -1.96195 2.30764 0.0 0.0 -0.1
H -0.22950 -1.62298 2.28177 0.0 0.0 0.0
H 2.10677 0.35396 2.20439 0.0 0.0 0.0
H 0.91539 0.16114 3.49811 0.0 0.1 0.0
N 1.59263 3.08312 -0.75223 0.0 0.0 0.0
N 0.64994 4.10892 -1.01229 0.0 -0.1 0.0
C -0.57096 3.72734 -1.65269 -0.1 0.0 0.0
O -1.20563 4.62702 -2.17755 0.0 0.0 0.0
O -0.86933 2.48530 -1.56143 0.1 -0.2 0.1
H 2.16126 3.36855 0.03527 0.0 0.0 0.0
H 2.21373 2.91912 -1.54245 0.0 0.0 0.0
H 1.02790 4.94810 -1.42879 0.0 0.0 0.0
N 2.37131 0.17738 -1.81053 -0.1 0.1 0.1
C 3.06205 -0.76566 -1.84740 0.0 -0.1 0.0
N 3.84611 -1.78744 -1.92191 -0.1 0.0 0.0
C 3.47234 -2.85718 -1.23961 0.0 0.1 0.0
N 3.17048 -3.81563 -0.65934 0.0 0.0 0.0
```
Positions in Å, forces in eV/Å.

Values from the calculation:
* ΔE to the lowest compared entry with this formula, charge and spin: 0.0 kcal per mole
* total energy: -1833.47328 hartree
* HOMO energy: -0.3134 hartree
* F_max: 0.9 eV Å⁻¹
* Kohn-Sham gap: 0.3155 Ha

***

# 5
C11H19N3O3S as an isolated structure at a distorted geometry. Source: the OMol25 dataset; level of theory: the ωB97M-V functional and the def2-TZVPD basis.

XYZ file:
```
37
Properties=species:S:1:pos:R:3:forces:R:3
C -4.99039 -2.28124 0.09345 0.2 0.2 -4.8
C -4.59567 -0.86490 0.45420 -6.6 1.8 -3.0
C -4.20456 0.12636 -0.74828 -5.5 -5.9 -0.4
C -3.98501 1.42946 -0.31282 -2.5 2.9 2.5
H -3.79239 1.90423 -1.31295 0.4 1.3 1.7
H -4.92045 1.80960 0.33235 1.7 -0.4 -2.2
O -3.01415 1.38073 0.77560 3.8 1.5 -5.3
C -1.73719 1.45090 -0.07536 0.2 -0.9 7.6
O -1.53266 1.39044 -1.22577 -0.7 0.3 -0.5
N -0.70807 1.39948 1.01030 -7.7 0.9 1.3
C 0.52949 1.59782 0.75041 -0.2 -1.4 -6.5
N 1.40531 1.51470 1.53221 8.2 -0.9 8.5
N 2.75778 1.17933 1.01099 -2.0 1.2 12.3
C 2.80190 1.38097 -0.11892 -1.1 -1.3 -13.1
C 4.01358 1.23275 -1.09332 1.4 1.7 12.7
H 4.20450 2.24078 -1.13145 1.4 2.4 -0.8
C 5.25988 0.48938 -0.15283 1.3 6.9 -5.3
O 5.26440 -0.80120 -0.15784 10.8 2.8 -11.2
C 4.52100 -1.35490 0.54390 -11.5 -9.6 11.4
C 3.19364 -2.00027 -0.02604 -0.3 0.6 -2.6
H 2.52585 -1.26964 -0.61451 0.8 -0.5 1.4
H 2.52994 -2.58681 0.68140 1.2 0.6 -0.8
H 3.56811 -2.52847 -0.92642 -0.5 -0.9 0.7
H 4.94484 -2.23336 1.20239 -0.2 1.4 -1.0
H 4.07255 -0.64905 1.18497 -0.4 0.5 2.2
H 6.22841 1.00868 -0.70120 -2.1 -1.8 1.5
H 5.21660 0.83468 0.82674 -0.3 1.1 1.7
H 3.88717 0.83663 -1.90932 -1.7 -4.3 -8.5
S 1.10037 1.26510 -0.79754 1.5 1.2 -4.2
H -0.97944 1.47296 2.06285 0.2 -0.2 -2.8
H -5.17438 0.19075 -1.48837 2.0 -0.3 1.7
H -3.52500 -0.40590 -1.35889 1.5 0.1 -0.6
H -5.60041 -0.39908 0.97014 2.4 -0.8 -1.0
H -3.95759 -0.98885 1.16362 4.6 0.3 4.4
H -5.34661 -2.96716 0.86344 0.4 0.3 0.0
H -5.82121 -2.09315 -0.66656 0.6 -0.9 0.9
H -4.14015 -2.71180 -0.64058 -1.7 0.4 2.0
```
Positions in Å, forces in eV/Å.

Values from the calculation:
* ΔE to the lowest compared entry with this formula, charge and spin: 305.3 kcal per mole
* total energy: -1218.32924 hartree
* HOMO energy: -0.3330 hartree
* F_max: 18.8 eV Å⁻¹
* Kohn-Sham gap: 0.3555 Ha

***

# 6
An isolated molecule of C11H19N5OS at a distorted geometry. Source: the OMol25 dataset; level of theory: the ωB97M-V functional and the def2-TZVPD basis.

XYZ file:
```
37
Properties=species:S:1:pos:R:3:forces:R:3
C 1.56514 3.24587 0.63898 0.1 0.0 -0.2
C 2.13009 2.73191 -0.68045 -0.2 -0.2 0.1
C 2.10247 1.20873 -0.79011 0.2 0.2 0.0
H 2.37290 0.91217 -1.80597 0.0 -0.1 0.0
H 1.09018 0.84845 -0.59174 0.0 -0.1 -0.1
C 3.07180 0.53490 0.18440 -0.2 0.6 -0.3
N 3.02023 -0.89102 0.04073 -0.9 -1.3 0.5
C 2.06575 -1.76306 0.45302 0.5 0.2 -0.3
N 2.40575 -2.96952 0.05177 -1.0 0.1 0.6
N 3.54669 -2.82307 -0.59941 0.7 -0.6 -0.6
N 3.92821 -1.61534 -0.61819 0.9 0.9 -0.3
S 0.69409 -1.29813 1.39977 -0.2 0.0 0.4
C -0.44463 -2.64507 0.92744 0.2 0.2 -0.2
H -1.09969 -2.82204 1.77797 0.1 0.0 0.0
C -1.19561 -2.22528 -0.32812 0.2 -0.2 0.3
O -0.91444 -2.67743 -1.41973 0.1 -0.2 -0.2
N -2.15645 -1.29923 -0.15819 -0.3 0.2 -0.2
C -2.56091 -0.65661 1.07771 0.1 0.0 0.5
C -3.70119 0.27530 0.66146 0.1 0.0 0.0
H -3.74950 1.16500 1.28545 0.0 0.0 0.1
C -3.38175 0.58732 -0.79934 0.0 -0.2 0.1
C -2.86091 -0.75120 -1.30638 0.0 0.0 -0.4
H -2.17596 -0.67518 -2.15234 -0.1 0.0 0.0
H -3.68345 -1.41737 -1.59020 0.0 0.1 -0.1
H -4.24898 0.93326 -1.35628 0.0 0.1 0.0
H -2.59894 1.34432 -0.86088 0.0 0.0 0.0
H -4.65499 -0.24885 0.72730 0.0 0.0 0.0
H -2.88864 -1.39173 1.81849 0.0 0.1 0.0
H -1.72443 -0.08909 1.50300 -0.1 0.0 0.0
H 0.17240 -3.51692 0.71485 -0.2 0.0 0.0
H 2.81639 0.78306 1.21769 0.2 0.0 -0.1
H 4.09951 0.83875 -0.02485 -0.1 0.0 0.1
H 3.15577 3.08541 -0.80270 0.0 0.1 -0.1
H 1.53939 3.14268 -1.50165 0.1 0.0 0.0
H 1.49939 4.33091 0.62063 0.0 0.1 0.1
H 2.19625 2.96288 1.47723 0.0 0.0 0.2
H 0.56809 2.84523 0.80862 -0.1 0.0 0.1
```
Positions in Å, forces in eV/Å.

Values from the calculation:
* ΔE to the lowest compared entry with this formula, charge and spin: 4.4 kcal per mole
* total energy: -1177.73969 hartree
* HOMO energy: -0.3299 hartree
* F_max: 1.7 eV Å⁻¹
* Kohn-Sham gap: 0.3438 Ha
* structure (SMILES): CCCCn1nnnc1SCC(=O)N1CCCC1